Entry from the Open Molecules 2025 dataset: a cluster of 2 separate species, C23H47N4O4P in total at a distorted geometry (ωB97M-V with the def2-TZVPD basis set).

Each line ends with the Löwdin charge.
Geometry (Å):
C (-1.7887, 3.2806, -4.5242)  -0.117
C (-1.4935, 3.5081, -3.0040)  -0.220
C (-1.9103, 2.2875, -2.1137)  -0.231
O (-1.2644, 2.3646, -0.8320)  -0.216
C (-1.5827, 1.2106, -0.0268)  -0.167
C (-0.2850, 0.4677, 0.3999)  -0.338
P (0.8151, 0.3519, -1.1142)  0.795
N (0.2207, -0.6042, -2.2527)  -0.285
C (0.6554, 1.1784, 1.5093)  -0.232
C (0.3925, 2.6790, 1.8420)  -0.132
C (1.1810, 3.6949, 0.9195)  -0.176
C (2.7076, 3.4413, 1.1346)  -0.173
C (3.6320, 4.5064, 0.3991)  -0.125
N (4.8951, 3.7969, 0.0868)  -0.199
C (5.8164, 3.7118, 1.1005)  -0.100
C (6.8961, 2.9467, 0.5447)  -0.080
C (6.4995, 2.6310, -0.8331)  -0.098
C (5.2058, 3.1850, -1.1015)  -0.085
N (0.6055, 0.4157, 2.8253)  0.099
C (0.3908, -1.0292, 2.4703)  -0.016
C (-0.3897, -0.9718, 1.0688)  -0.307
O (-1.6828, -1.4189, 1.3064)  -0.117
C (-1.8072, -2.8414, 1.1461)  -0.139
C (-1.7362, -3.2069, -0.3783)  -0.219
N (-2.5724, -4.3535, -0.7630)  -0.062
C (-2.5146, -4.4320, -2.2499)  -0.206
C (-2.3339, -5.8924, -2.7796)  -0.392
C (-2.1633, -5.7747, -4.3515)  -0.047
O (-1.1985, -6.5225, -2.1867)  -0.054
H (-1.1714, 4.0046, -5.1159)  0.074
H (-2.8475, 3.5285, -4.7879)  0.076
H (-1.5385, 2.2631, -4.8962)  0.075
H (-0.4003, 3.7227, -2.8828)  0.102
H (-2.0196, 4.4462, -2.7054)  0.111
H (-1.6536, 1.3383, -2.6446)  0.108
H (-3.0239, 2.3383, -2.0106)  0.137
H (-2.1602, 0.5214, -0.6927)  0.126
H (-2.2463, 1.5144, 0.8125)  0.147
H (2.0966, -0.1817, -0.7521)  0.032
H (0.9836, 1.6341, -1.7306)  0.026
H (-0.6708, -0.9506, -1.8753)  -0.057
H (1.6672, 0.8782, 1.1438)  0.107
H (-0.6985, 2.9279, 1.8636)  0.125
H (0.7606, 2.8753, 2.8857)  0.121
H (0.9076, 4.7219, 1.2685)  0.126
H (0.8315, 3.5455, -0.1248)  0.094
H (2.9578, 2.4719, 0.6325)  0.105
H (3.0180, 3.4264, 2.2036)  0.118
H (3.1568, 4.8389, -0.5565)  0.127
H (3.8037, 5.4140, 1.0146)  0.126
H (5.6780, 4.1313, 2.1086)  0.121
H (7.8139, 2.6463, 1.0735)  0.087
H (7.0903, 2.0264, -1.5391)  0.086
H (4.5669, 3.1430, -1.9932)  0.116
H (-0.0451, 0.7454, 3.5453)  0.190
H (1.5959, 0.4411, 3.0903)  0.180
H (1.3797, -1.5123, 2.2602)  0.144
H (-0.0943, -1.6936, 3.2374)  0.133
H (0.2923, -1.5995, 0.4331)  0.127
H (-2.8164, -3.0985, 1.5483)  0.142
H (-1.0503, -3.3579, 1.7848)  0.133
H (-2.1174, -2.3130, -0.9372)  0.117
H (-0.6542, -3.4045, -0.6209)  0.122
H (-2.2060, -5.2134, -0.3531)  0.110
H (-3.3608, -3.8870, -2.7284)  0.125
H (-1.5767, -3.8797, -2.5507)  0.113
H (-3.2397, -6.4737, -2.5014)  0.144
H (-2.2809, -4.7074, -4.6747)  0.076
H (-2.9652, -6.3300, -4.8946)  0.078
H (-1.1532, -6.0879, -4.6963)  0.078
H (-0.4136, -6.4014, -2.7399)  0.087
C (-2.6839, -1.3865, 5.2921)  -0.165
C (-2.6501, -2.9309, 5.1681)  -0.596
O (-1.3828, -3.2878, 4.9038)  -0.371
H (-2.3653, -0.9016, 4.3596)  0.021
H (-3.7074, -1.0409, 5.5084)  0.046
H (-2.0420, -1.0353, 6.1059)  0.047
H (-3.4345, -3.1787, 4.4127)  0.066
H (-3.1202, -3.3019, 6.1066)  0.075

Force components x, y, z for each atom (eV/Å):
C 0.0 0.6 -0.2
C 0.3 -0.1 -0.1
C -0.4 1.0 -1.2
O -0.2 -0.7 0.1
C -0.4 -0.4 -0.6
C 1.4 0.8 2.2
P -1.4 -1.5 -2.5
N -0.4 0.6 1.4
C -1.1 0.7 -0.6
C 0.7 0.7 0.0
C -0.2 -0.5 1.3
C 0.0 0.8 -1.4
C -0.8 -1.1 -0.5
N -2.0 2.3 1.1
C 2.1 -2.0 -2.0
C -1.8 0.6 -0.6
C -0.5 0.2 0.5
C 2.8 -0.8 1.8
N 0.9 -1.3 -0.7
C 0.0 -0.9 -1.6
C 1.2 -0.7 0.6
O 0.2 0.3 -1.0
C -0.9 -0.7 -0.2
C 0.3 0.0 1.1
N 0.1 0.5 -0.6
C 1.3 -0.3 0.5
C -0.2 1.2 -1.2
C -0.8 0.4 0.1
O -0.3 0.0 0.1
H -0.5 -0.6 0.5
H 0.8 -0.4 0.3
H -0.2 0.6 0.4
H -0.8 -0.4 0.0
H 0.3 -0.8 0.1
H 0.0 0.6 0.5
H 0.7 -0.2 0.2
H 0.3 0.2 0.9
H 0.6 -0.3 -0.3
H -0.2 0.8 0.6
H 0.6 -0.2 1.1
H 0.3 -0.3 -0.6
H -0.4 1.0 0.6
H 0.8 -0.5 -0.2
H -0.3 -0.2 -0.8
H 0.2 -0.7 -0.4
H 0.5 0.3 0.6
H 0.0 0.7 0.7
H -0.5 -0.2 -0.6
H 0.4 -0.3 0.7
H 0.1 -0.7 -0.4
H -0.1 -0.2 -0.9
H -0.6 0.2 -0.5
H -0.4 0.5 0.5
H 0.3 0.2 0.8
H 0.2 0.1 -0.2
H -0.7 0.5 1.1
H -0.5 0.8 0.4
H -0.2 0.9 -0.2
H -1.4 -0.2 0.1
H 0.8 0.2 -0.3
H -0.5 0.3 -0.4
H 0.4 -0.7 0.4
H -0.8 0.4 -0.2
H 0.0 0.3 -0.2
H 0.3 -0.6 0.4
H -0.7 -0.5 -0.2
H 0.7 0.1 -0.2
H 0.1 -0.8 0.3
H 0.8 0.2 0.4
H -0.7 -0.1 0.3
H -0.4 0.1 0.1
C -1.0 0.3 0.3
C 0.5 1.4 -0.1
O 0.4 -0.6 -0.5
H 0.1 -0.2 -0.1
H 0.0 0.2 0.0
H 0.1 -0.2 0.0
H 0.1 -0.2 -0.4
H 0.3 -0.2 0.2

Computed properties:
Total energy ... -1765.57305 a.u.
Strongest force on any atom ... 3.5 eV/A
Orbital gap ... 4.55 eV